[1]
{
  "formula": "C46H98O18P2",
  "method": "ωB97M-V with the def2-TZVPD basis set",
  "elements": ["C", "O", "P", "O", "O", "C", "O", "C", "H", "H", "H", "H", "H", "H", "H", "H", "H", "C", "O", "P", "O", "O", "C", "O", "C", "H", "H", "H", "H", "H", "H", "H", "H", "H", "C", "C", "C", "O", "C", "H", "H", "H", "H", "H", "H", "H", "H", "C", "C", "C", "O", "C", "H", "H", "H", "H", "H", "H", "H", "H", "C", "C", "C", "O", "C", "H", "H", "H", "H", "H", "H", "H", "H", "C", "C", "C", "O", "C", "H", "H", "H", "H", "H", "H", "H", "H", "C", "C", "C", "O", "C", "H", "H", "H", "H", "H", "H", "H", "H", "C", "C", "C", "O", "C", "H", "H", "H", "H", "H", "H", "H", "H", "C", "C", "C", "O", "C", "H", "H", "H", "H", "H", "H", "H", "H", "C", "C", "C", "O", "C", "H", "H", "H", "H", "H", "H", "H", "H", "C", "C", "C", "O", "C", "H", "H", "H", "H", "H", "H", "H", "H", "C", "C", "C", "O", "C", "H", "H", "H", "H", "H", "H", "H", "H"],
  "xyz": [[12.681, 3.963, -32.536], [13.008, 2.722, -31.878], [12.429, 2.403, -30.391], [11.729, 3.455, -29.537], [11.375, 1.173, -30.783], [10.747, 0.353, -29.782], [13.690, 1.655, -29.635], [14.805, 2.444, -29.278], [13.598, 4.332, -32.997], [12.341, 4.830, -31.970], [12.075, 3.687, -33.399], [9.673, 0.167, -29.761], [10.904, 0.541, -28.720], [11.177, -0.640, -29.911], [15.108, 2.241, -28.251], [14.549, 3.499, -29.176], [15.727, 2.257, -29.829], [16.455, -4.749, -32.502], [16.293, -5.159, -31.141], [15.100, -4.693, -30.089], [15.398, -5.040, -28.680], [13.761, -5.330, -30.737], [13.577, -6.709, -30.989], [15.009, -3.163, -30.430], [15.594, -2.247, -29.557], [15.557, -5.059, -33.037], [17.256, -5.390, -32.871], [16.529, -3.675, -32.670], [14.394, -7.423, -30.883], [13.263, -6.742, -32.032], [12.747, -7.066, -30.377], [16.670, -2.422, -29.544], [15.269, -2.224, -28.517], [15.307, -1.232, -29.833], [10.011, -2.382, -35.389], [10.385, -2.262, -33.908], [11.861, -1.860, -34.117], [11.966, -1.096, -35.305], [10.938, -1.542, -36.244], [8.995, -2.018, -35.538], [10.301, -3.359, -35.777], [10.365, -3.162, -33.295], [9.770, -1.406, -33.631], [12.496, -2.718, -33.893], [12.124, -1.220, -33.275], [11.340, -2.147, -37.057], [10.419, -0.726, -36.746], [18.099, -0.119, -34.892], [18.941, -1.409, -34.672], [18.302, -2.078, -33.448], [17.929, -0.870, -32.635], [17.274, 0.048, -33.521], [17.421, -0.203, -35.741], [18.756, 0.733, -35.068], [19.920, -1.187, -34.246], [18.978, -1.968, -35.607], [19.127, -2.580, -32.942], [17.451, -2.701, -33.724], [17.216, 1.047, -33.087], [16.200, -0.137, -33.500], [12.954, -4.103, -35.457], [13.860, -2.865, -35.422], [15.206, -3.494, -34.862], [14.886, -4.756, -34.224], [13.436, -4.837, -34.181], [12.975, -4.628, -36.412], [11.903, -3.840, -35.338], [13.625, -1.996, -34.809], [13.993, -2.685, -36.489], [15.729, -2.818, -34.185], [15.943, -3.720, -35.633], [13.074, -4.455, -33.227], [13.400, -5.926, -34.208], [10.828, 0.144, -32.529], [10.787, 1.340, -33.390], [9.633, 2.105, -32.590], [8.836, 1.082, -32.125], [9.455, -0.189, -32.170], [11.610, 0.195, -31.771], [11.255, -0.617, -33.181], [10.607, 1.080, -34.433], [11.730, 1.881, -33.462], [9.004, 2.708, -33.246], [9.998, 2.609, -31.695], [9.153, -0.838, -32.992], [9.566, -0.810, -31.281], [13.462, -0.161, -35.454], [12.459, 0.907, -35.346], [12.524, 1.635, -36.639], [13.835, 1.348, -37.093], [14.613, 0.670, -36.187], [13.080, -0.953, -36.097], [13.743, -0.418, -34.432], [12.823, 1.512, -34.516], [11.523, 0.468, -35.000], [12.225, 2.669, -36.467], [11.955, 1.046, -37.358], [15.331, 1.176, -35.541], [15.258, 0.029, -36.789], [14.779, 3.112, -33.948], [14.786, 1.873, -33.125], [16.049, 2.238, -32.232], [17.023, 2.802, -33.015], [16.236, 3.627, -33.910], [14.076, 3.844, -33.551], [14.680, 2.846, -35.001], [14.852, 0.939, -33.683], [13.896, 1.759, -32.506], [16.492, 1.399, -31.696], [15.812, 2.882, -31.385], [16.603, 3.776, -34.926], [16.239, 4.661, -33.564], [15.085, 0.002, -26.695], [14.061, 0.683, -27.694], [13.556, -0.372, -28.650], [14.258, -1.516, -28.254], [14.679, -1.454, -26.884], [14.833, 0.300, -25.677], [16.083, 0.251, -27.054], [14.660, 1.384, -28.275], [13.289, 1.140, -27.074], [13.788, -0.220, -29.704], [12.472, -0.487, -28.629], [15.537, -2.066, -26.607], [13.906, -1.615, -26.132], [13.126, -1.142, -31.795], [14.241, -0.379, -31.095], [15.410, -0.277, -32.112], [14.722, -0.450, -33.380], [13.566, -1.199, -33.305], [12.135, -0.691, -31.854], [13.067, -2.183, -31.478], [14.379, -0.612, -30.039], [13.904, 0.639, -30.902], [16.290, -0.889, -31.918], [15.844, 0.722, -32.149], [13.714, -2.227, -33.637], [12.757, -0.804, -33.919], [16.561, -0.308, -28.547], [17.743, -0.756, -29.393], [17.244, -0.419, -30.821], [16.009, 0.301, -30.746], [15.930, 0.744, -29.436], [16.969, 0.249, -27.703], [15.917, -1.164, -28.345], [18.015, -1.804, -29.267], [18.658, -0.167, -29.352], [17.294, -1.387, -31.318], [18.019, 0.282, -31.132], [14.855, 0.902, -29.351], [16.331, 1.758, -29.439], [11.650, -2.751, -30.710], [12.686, -3.781, -30.772], [11.985, -4.971, -29.987], [11.371, -4.153, -29.006], [11.188, -2.737, -29.268], [10.838, -3.082, -31.358], [11.948, -1.778, -31.101], [13.565, -3.412, -30.243], [12.928, -4.084, -31.790], [12.576, -5.709, -29.445], [11.303, -5.525, -30.631], [11.809, -2.268, -28.505], [10.150, -2.414, -29.195]],
  "mulliken_charge": [-0.8376, -0.4129, 0.4741, -0.8693, 0.0112, -1.1504, 0.1080, -1.1752, 0.6022, 0.6152, 0.1848, 0.7494, 0.6271, -0.0910, 0.6687, 0.4929, -0.0945, -0.4429, -0.5452, 1.4317, -0.8823, 0.3389, -1.0697, -0.5986, -0.2032, 0.0892, 0.3047, -0.1281, 0.3528, 0.2717, 0.3835, 0.6716, 2.0320, -2.0696, -1.4245, 0.0600, -0.3559, 0.1594, -0.8171, 0.4551, 0.4815, 0.6507, -0.6824, -0.3265, -0.6560, 0.4102, 0.6424, -0.8987, -0.7413, -0.2106, -0.0182, -0.1347, 0.2465, 0.3822, 0.3363, 0.2864, 0.4709, 0.2769, 0.6869, 0.4692, 0.3812, 0.9255, 0.4935, -0.5108, 0.9074, 0.2156, -0.3620, -1.4834, 1.0465, -0.7779, 0.3225, -1.0410, 0.4287, 1.4724, -1.5258, -0.3066, -0.6059, -0.1151, 0.4185, -0.9860, 0.9168, -0.5122, 0.4182, 0.1434, 0.9295, 0.4150, 0.6035, 1.4054, -1.7973, -0.5773, -0.6328, 0.6412, 0.5056, -0.1329, -1.1052, 0.3381, 0.5737, 0.0438, 0.3700, -0.3014, 2.1145, 0.3457, -0.5538, -1.0551, -0.2850, -0.1306, 0.0919, -0.0022, 0.8303, 0.2996, 0.4483, 0.3503, -0.9808, -0.0713, 1.6732, -1.2033, -0.7962, 0.3047, -0.2642, -0.0520, 0.9540, 0.3917, -0.0166, 0.3567, 0.6841, -0.5022, 0.7688, -0.3622, -0.1486, 0.8426, -0.1071, 0.0355, -1.9674, 0.7426, -0.2762, -2.3928, -0.4832, 0.7230, 0.2089, -1.7894, 0.9680, -0.3419, 0.1559, 0.3685, -0.8195, 0.5259, 0.4087, -0.1526, 0.8355, -0.7039, -0.1357, -0.5032, 0.8251, 0.0569, -0.6522, -0.0692, 0.1187, 0.0534, -0.1330, -1.3147, 0.3619, 0.2099, 0.0688, 0.4121],
  "multiplicity": 1,
  "charge": 0
}



[2]
{
  "formula": "C46H99BrClN3O21P5",
  "method": "ωB97M-V with the def2-TZVPD basis set",
  "elements": ["C", "C", "C", "N", "O", "C", "Br", "C", "C", "C", "C", "C", "N", "C", "C", "C", "O", "O", "O", "C", "Cl", "P", "C", "C", "C", "C", "C", "C", "C", "N", "C", "C", "O", "H", "H", "H", "H", "H", "H", "H", "H", "H", "H", "H", "H", "H", "H", "H", "H", "H", "H", "H", "H", "H", "H", "H", "H", "H", "H", "H", "H", "H", "H", "H", "H", "H", "H", "H", "H", "H", "H", "H", "O", "P", "O", "C", "C", "O", "C", "C", "O", "C", "C", "H", "H", "H", "H", "H", "H", "H", "H", "H", "H", "H", "H", "H", "H", "H", "O", "P", "O", "C", "C", "O", "C", "C", "O", "C", "C", "H", "H", "H", "H", "H", "H", "H", "H", "H", "H", "H", "H", "H", "H", "H", "O", "P", "O", "C", "C", "O", "C", "C", "O", "C", "C", "H", "H", "H", "H", "H", "H", "H", "H", "H", "H", "H", "H", "H", "H", "H", "O", "P", "O", "C", "C", "O", "C", "C", "O", "C", "C", "H", "H", "H", "H", "H", "H", "H", "H", "H", "H", "H", "H", "H", "H", "H"],
  "xyz": [[-0.415, -6.730, 4.774], [0.176, -5.764, 4.346], [1.074, -4.618, 3.756], [0.260, -3.569, 3.040], [-1.026, -3.701, 3.543], [0.312, -3.620, 1.541], [-0.276, -5.426, 0.912], [1.637, -3.103, 0.856], [2.644, -4.298, 0.427], [2.479, -4.801, -1.067], [3.089, -6.289, -1.138], [4.674, -6.322, -1.240], [5.119, -7.731, -0.926], [1.170, -2.363, -0.500], [0.593, -0.896, -0.154], [-0.218, -0.253, -1.337], [-1.075, 0.563, -1.100], [0.075, -0.608, -2.668], [2.444, -2.136, 1.542], [2.088, -1.749, 2.857], [2.121, 0.114, 2.878], [3.550, -2.276, 4.018], [4.516, -0.696, 4.448], [4.821, -3.264, 3.002], [0.662, -2.135, 3.403], [0.404, -1.770, 4.931], [-0.683, -0.595, 5.116], [-2.155, -1.010, 4.720], [-2.916, -1.848, 5.852], [-2.293, -3.176, 6.131], [-2.777, -3.621, 7.453], [-1.715, -3.997, 8.561], [-3.969, -3.680, 7.687], [-0.589, -7.683, 5.336], [1.629, -4.214, 4.663], [1.843, -5.134, 3.121], [-1.676, -3.747, 2.809], [-0.528, -2.942, 1.182], [3.693, -3.871, 0.514], [2.571, -5.196, 1.100], [2.941, -4.109, -1.826], [1.393, -4.925, -1.384], [2.629, -6.841, -2.016], [2.773, -6.873, -0.211], [4.978, -6.146, -2.312], [5.201, -5.664, -0.494], [4.763, -8.004, 0.005], [4.545, -8.308, -1.565], [0.393, -2.960, -1.061], [2.060, -2.143, -1.171], [-0.085, -0.902, 0.746], [1.487, -0.253, 0.133], [0.980, -0.255, -2.822], [4.881, -0.151, 3.524], [3.889, -0.027, 5.116], [5.453, -0.984, 5.027], [4.454, -4.292, 2.733], [5.817, -3.299, 3.543], [4.982, -2.669, 2.047], [-0.086, -1.497, 2.825], [1.343, -1.343, 5.416], [0.152, -2.675, 5.571], [-0.704, -0.346, 6.226], [-0.302, 0.293, 4.538], [-2.748, -0.039, 4.640], [-2.248, -1.482, 3.690], [-2.817, -1.239, 6.807], [-4.001, -1.899, 5.529], [-2.736, -3.828, 5.460], [-1.792, -5.088, 8.861], [-0.683, -3.769, 8.151], [-1.936, -3.335, 9.458], [-6.598, 0.196, 8.480], [-7.882, 0.499, 7.730], [-8.933, 0.333, 8.993], [-8.910, 1.299, 10.033], [-9.469, 2.633, 9.573], [-8.089, -0.988, 7.046], [-6.996, -1.890, 6.902], [-6.918, -2.837, 8.083], [-9.200, 0.978, 6.760], [-9.021, 2.147, 5.958], [-7.766, 2.085, 5.107], [-7.893, 1.417, 10.420], [-9.528, 0.908, 10.843], [-8.774, 3.122, 8.882], [-9.624, 3.303, 10.421], [-10.416, 2.500, 9.047], [-6.059, -1.347, 6.757], [-7.169, -2.467, 5.990], [-6.910, -2.305, 9.036], [-6.022, -3.456, 8.021], [-7.793, -3.492, 8.101], [-9.000, 3.030, 6.604], [-9.898, 2.236, 5.316], [-6.865, 2.099, 5.731], [-7.719, 2.943, 4.434], [-7.742, 1.166, 4.518], [-2.190, 3.714, -4.891], [-3.502, 3.042, -5.248], [-2.947, 1.488, -5.337], [-2.542, 0.839, -4.142], [-3.728, 0.504, -3.256], [-3.497, 3.394, -6.858], [-2.712, 4.466, -7.374], [-1.358, 3.967, -7.841], [-5.075, 2.443, -5.522], [-6.109, 2.923, -4.659], [-6.151, 4.438, -4.586], [-1.816, 1.454, -3.603], [-2.038, -0.084, -4.436], [-4.145, 1.414, -2.813], [-3.428, -0.158, -2.441], [-4.522, 0.023, -3.831], [-2.617, 5.268, -6.640], [-3.254, 4.883, -8.226], [-0.844, 3.395, -7.066], [-0.721, 4.803, -8.140], [-1.475, 3.297, -8.696], [-5.973, 2.497, -3.659], [-7.055, 2.545, -5.047], [-5.251, 4.836, -4.103], [-7.014, 4.768, -4.005], [-6.206, 4.873, -5.586], [3.987, 5.332, -2.937], [3.939, 4.292, -1.836], [2.598, 4.880, -1.069], [1.338, 4.763, -1.714], [0.860, 3.324, -1.743], [5.079, 4.972, -0.859], [6.051, 5.874, -1.380], [5.584, 7.310, -1.239], [3.928, 3.010, -0.703], [4.081, 1.691, -1.224], [5.292, 1.555, -2.129], [1.387, 5.176, -2.726], [0.631, 5.370, -1.145], [1.460, 2.736, -2.447], [-0.183, 3.267, -2.063], [0.955, 2.859, -0.759], [6.297, 5.628, -2.415], [6.967, 5.736, -0.800], [4.590, 7.460, -1.664], [6.283, 7.992, -1.731], [5.517, 7.585, -0.184], [3.169, 1.406, -1.763], [4.179, 1.016, -0.371], [5.170, 2.146, -3.044], [5.435, 0.513, -2.422], [6.193, 1.912, -1.626], [3.440, 1.678, -7.318], [4.775, 1.326, -7.943], [5.297, 0.266, -6.784], [4.638, -0.983, -6.656], [4.946, -1.904, -7.822], [5.607, 2.659, -7.446], [4.927, 3.855, -7.071], [4.680, 3.887, -5.576], [6.175, 0.953, -8.841], [5.994, 0.665, -10.230], [5.203, 1.740, -10.950], [3.558, -0.834, -6.553], [4.998, -1.439, -5.730], [4.448, -1.550, -8.731], [4.594, -2.918, -7.622], [6.018, -1.934, -8.025], [4.001, 3.971, -7.636], [5.570, 4.694, -7.346], [4.180, 2.980, -5.227], [4.070, 4.749, -5.303], [5.628, 3.948, -5.035], [5.500, -0.307, -10.337], [6.986, 0.575, -10.673], [4.168, 1.778, -10.591], [5.176, 1.539, -12.023], [5.645, 2.724, -10.782]],
  "mulliken_charge": [-0.0744, -1.1301, 0.5363, 0.9391, -0.0461, -1.9358, 0.0887, 2.2499, -1.0438, -0.2275, -0.8601, -0.3117, -0.7029, -1.3289, 0.9187, -0.0560, -0.5044, -0.4689, -0.1768, 0.5260, -0.1016, 0.1983, -0.9891, -0.7778, -0.4640, -0.4233, -1.1012, -0.4035, -0.7978, 0.1218, 0.3903, -0.9369, -0.5354, 0.4215, 0.4090, 0.0787, 0.3143, 0.8980, 0.2174, -0.1947, 0.2694, 0.4072, 0.3441, 0.2751, 0.3039, 0.2586, 0.2547, 0.2863, 0.2643, 0.4787, -0.5080, -0.0045, 0.3373, 0.2815, 0.3274, 0.3998, 0.1648, 0.4981, 0.1423, -0.1482, 0.2988, 0.1656, 0.5705, 0.3479, 0.4391, 0.1719, 0.3916, 0.2505, 0.1346, 0.3165, 0.2158, 0.3065, -0.7478, 1.1184, -0.3682, -0.3035, -0.9575, -0.3942, -0.1919, -0.9980, -0.2470, -0.1783, -1.1338, 0.2508, 0.3440, 0.1770, 0.4308, 0.2570, 0.1123, 0.4346, 0.2638, 0.3107, 0.3086, 0.2085, 0.3414, 0.3481, 0.4043, 0.2690, -0.6889, 1.0956, -0.4538, 0.0182, -1.0085, -0.3456, -0.3335, -1.0256, -0.2460, -0.1732, -1.1467, 0.0435, 0.2816, 0.1312, 0.3569, 0.3459, 0.3099, 0.3470, 0.2495, 0.3605, 0.2936, 0.2081, 0.3521, 0.3586, 0.3931, 0.2847, -0.6670, 1.1462, -0.3994, -0.7283, -0.4279, -0.4033, -0.2425, -1.0974, -0.2685, 0.4668, -1.1209, 0.2980, 0.3872, -0.0631, 0.4335, 0.2322, 0.2316, 0.3748, 0.2805, 0.3662, 0.2980, -0.0966, 0.0996, 0.1329, 0.4438, 0.3188, -0.7573, 1.0396, -0.3809, -0.2512, -1.0307, -0.3430, -0.6798, -0.5820, -0.2505, -0.1564, -1.1557, 0.2773, 0.3004, 0.1849, 0.4325, 0.2653, 0.3355, 0.4323, 0.1199, 0.3544, 0.2324, 0.2038, 0.3447, 0.3652, 0.3929, 0.2863],
  "e_above_lowest_kj_mol": 1308.6,
  "multiplicity": 1,
  "charge": 1
}



| no. | energy (eV) | molecular weight (g/mol) |
| --- | --- | --- |
| 1 | -104637.5228 | 1001.2 |
| 2 | -225768.2023 | 1300.5 |